(1)
Below is a 6-piece molecular cluster, C49H100BN2O9S overall at a distorted geometry, with properties calculated with ωB97M-V with the def2-TZVPD basis set.

The HOMO-LUMO gap comes out at 7.37 eV. As for the charge: +1.

The geometry in XYZ format:
```
162
Properties=species:S:1:pos:R:3:mulliken_charge:R:1
C -5.21165 1.52445 4.11225 -0.634
O -5.53213 1.20797 2.75095 -0.550
B -4.42664 0.88506 1.96900 0.776
O -3.78652 -0.32314 2.16906 -0.462
C -3.98592 1.97428 0.85770 -0.993
N -3.00865 2.87078 1.61883 0.612
C -1.63773 2.83715 1.00025 -0.274
C -0.87981 1.72510 1.79068 -0.367
C 0.63249 1.90986 1.52800 -1.457
O 1.20029 0.61847 1.52427 -0.029
C 2.62607 0.66459 1.52163 -0.838
C 3.07891 -0.78322 1.67382 -0.462
O 2.93689 -1.19791 3.04311 -0.517
C 2.60011 -2.53764 3.09874 0.257
C 1.42773 -2.96989 3.69041 -0.999
C 1.05610 -4.32615 3.71892 -0.043
C 1.88773 -5.27991 3.13827 -0.112
C 1.57353 -6.77554 3.09208 3.060
C 2.07032 -7.45090 1.77206 -2.179
C 2.47595 -7.39727 4.22270 -1.925
C 0.13020 -7.14903 3.47238 -2.735
C -1.05457 -6.68650 2.55631 2.943
C -1.78733 -7.97652 2.06177 -1.935
C -2.11322 -5.91417 3.40801 -1.790
C -0.70894 -5.87764 1.30342 -1.725
C 3.10781 -4.84565 2.57012 -0.607
C 3.46748 -3.50797 2.54396 -0.552
C -1.92342 2.23727 -0.40206 -1.355
C -3.33838 1.51145 -0.47939 2.591
C -3.25833 0.00188 -0.74438 -1.085
C -3.02103 -0.42212 -2.20700 -1.512
C -1.56374 -0.36781 -2.73534 0.586
C -0.50622 -0.90003 -1.74311 -1.252
C -1.16870 1.02790 -3.32997 -1.239
N -4.02313 2.28923 -1.58370 -0.612
C -5.18785 1.96556 -1.73813 0.512
S -6.62116 1.32173 -1.89196 -0.273
H -4.59927 2.44015 4.19190 0.170
H -6.12093 1.71799 4.67808 0.272
H -4.64243 0.70084 4.56156 0.291
H -3.36154 -0.39890 3.02980 0.297
H -4.87786 2.60692 0.79337 0.214
H -2.98126 2.48419 2.56235 0.163
H -3.32315 3.83366 1.76156 0.258
H -1.10497 3.78543 1.00876 0.543
H -1.23737 0.76000 1.42463 -0.300
H -1.01803 1.84099 2.87485 0.908
H 0.79247 2.41071 0.56060 0.323
H 1.05200 2.46745 2.37441 0.559
H 3.01153 1.25466 2.36255 0.309
H 2.94587 1.05280 0.54525 0.374
H 2.36730 -1.37918 1.08829 0.432
H 4.08286 -0.96007 1.27788 0.333
H 0.76850 -2.22253 4.12603 0.450
H 0.12981 -4.63223 4.18895 0.620
H 1.97407 -6.71510 0.96689 0.485
H 3.14599 -7.61693 1.87089 0.453
H 1.52070 -8.37092 1.57089 0.247
H 3.53281 -7.35277 3.96475 0.427
H 2.25250 -6.89173 5.16903 0.437
H 2.13937 -8.43336 4.36219 0.467
H -0.03752 -6.80723 4.50169 0.541
H 0.09471 -8.24392 3.53138 0.500
H -1.20967 -8.42112 1.24391 0.336
H -2.74246 -7.66261 1.62409 0.528
H -1.96599 -8.68143 2.87595 0.467
H -2.01973 -6.14520 4.47533 0.364
H -3.12359 -6.22741 3.12767 0.406
H -2.01098 -4.82820 3.30619 0.328
H -0.24062 -4.91217 1.51477 0.265
H -1.65171 -5.65344 0.78238 0.527
H -0.09229 -6.42254 0.58474 0.124
H 3.79294 -5.55177 2.11346 0.406
H 4.39560 -3.15488 2.10752 0.375
H -1.11009 1.57023 -0.68727 -0.401
H -1.94177 3.08429 -1.09223 0.338
H -4.24057 -0.40683 -0.46287 0.624
H -2.55339 -0.45946 -0.04989 0.439
H -3.32609 -1.47478 -2.26436 0.534
H -3.67162 0.11185 -2.90463 0.375
H -1.53169 -1.05458 -3.58985 0.753
H -0.52683 -0.41448 -0.76430 -0.077
H -0.71166 -1.96504 -1.57177 0.407
H 0.47926 -0.83585 -2.21133 0.415
H -0.36183 1.49165 -2.75929 0.275
H -0.96458 0.97016 -4.39873 0.353
H -2.05055 1.67573 -3.22938 0.214
C 5.26642 -6.13284 -3.59147 -0.776
C 5.01185 -6.32470 -2.10658 -0.385
O 3.64166 -6.47134 -1.77566 -0.367
C 2.98082 -7.59155 -2.33679 -0.345
C 3.56435 -8.92239 -1.89574 -1.078
H 4.64147 -5.33116 -3.98906 0.298
H 6.31408 -5.88573 -3.76946 0.122
H 5.04101 -7.03771 -4.15825 0.279
H 5.35168 -5.43763 -1.56951 0.309
H 5.59393 -7.16729 -1.71766 0.321
H 2.95809 -7.51559 -3.42944 0.384
H 1.94543 -7.53060 -1.99743 0.315
H 4.56505 -9.07679 -2.30274 0.320
H 2.93663 -9.74623 -2.23698 0.415
H 3.64112 -8.96290 -0.80776 0.203
C -4.74540 9.41278 -0.24823 -0.904
C -3.71303 8.65024 0.56056 -0.333
O -4.24309 7.52058 1.24348 -0.406
C -4.79413 6.50904 0.42808 -0.607
C -3.78066 5.87956 -0.51456 -0.794
H -5.61491 9.65165 0.36609 0.327
H -4.31989 10.33846 -0.63208 0.395
H -5.09482 8.83430 -1.10450 -0.002
H -3.31343 9.30279 1.33733 0.418
H -2.86437 8.35643 -0.06730 0.307
H -5.66108 6.88517 -0.12378 0.379
H -5.17134 5.74516 1.11583 0.340
H -3.45529 6.58015 -1.28356 0.511
H -4.21260 5.01192 -1.01790 0.242
H -2.88844 5.56327 0.03823 0.147
C 0.52869 5.22963 6.11889 -1.134
C 0.57306 5.50988 4.62771 -0.334
O -0.44630 4.84282 3.89222 -0.280
C -1.77678 5.19181 4.22637 0.432
C -2.11701 6.64947 3.98126 -1.385
H 0.49645 4.15557 6.30832 0.307
H 1.40904 5.64631 6.60714 0.424
H -0.35102 5.67425 6.58790 0.277
H 1.51633 5.14325 4.22241 0.366
H 0.54595 6.58548 4.42990 0.302
H -2.00152 4.90544 5.25956 0.307
H -2.41132 4.57065 3.58444 -0.462
H -1.59012 7.30677 4.67349 0.377
H -3.18637 6.81612 4.11223 0.440
H -1.83731 6.94360 2.96877 0.349
C -5.23593 12.23064 -4.99141 -1.086
C -4.20836 11.46468 -4.17634 -0.338
O -4.74412 10.34230 -3.49492 -0.311
C -5.29572 9.32659 -4.31247 -0.305
C -4.28915 8.68499 -5.25241 -1.159
H -6.10638 12.47400 -4.38083 0.303
H -4.80313 13.15585 -5.37241 0.397
H -5.58519 11.65140 -5.84802 0.265
H -3.81073 12.11906 -3.39966 0.309
H -3.35827 11.16692 -4.79962 0.305
H -6.15954 9.70835 -4.86683 0.305
H -5.67613 8.56859 -3.62475 0.320
H -3.96050 9.37938 -6.02689 0.290
H -4.73200 7.82060 -5.74849 0.407
H -3.40351 8.36175 -4.70230 0.303
C 9.48953 -3.73707 -5.71326 -1.153
C 9.27431 -4.69778 -4.55591 -0.206
O 8.88938 -5.99823 -4.96063 -0.369
C 9.82355 -6.70076 -5.76219 -0.344
C 11.15152 -6.95532 -5.07024 -1.053
H 8.62715 -3.74183 -6.38138 0.301
H 9.64160 -2.72329 -5.34083 0.398
H 10.36617 -4.00750 -6.30417 0.263
H 8.45725 -4.32773 -3.93404 0.303
H 10.16100 -4.74044 -3.91394 0.297
H 9.97273 -6.18466 -6.71684 0.300
H 9.35221 -7.65631 -5.99380 0.308
H 11.70971 -6.03055 -4.91379 0.272
H 11.77132 -7.61846 -5.67417 0.391
H 10.99199 -7.41364 -4.09316 0.290
```



(2)
Below is a 9-piece molecular cluster, C49H108BF13N6O3PS overall at a distorted geometry, with properties calculated with ωB97M-V with the def2-TZVPD basis set.

The HOMO-LUMO gap comes out at 8.17 eV. As for the charge: +3.

The geometry in XYZ format:
```
182
Properties=species:S:1:pos:R:3:mulliken_charge:R:1
C -0.31732 1.57552 -5.72862 -1.113
C -1.22903 1.73346 -4.48491 -0.530
C -1.11212 0.61386 -3.46820 -0.063
N -1.87451 -0.69264 -3.85486 0.917
C -3.35491 -0.56024 -4.20208 -1.054
C -1.28702 -1.36563 -5.11571 -0.879
C -1.60019 -2.87995 -4.94495 -0.741
C -1.35551 -3.08777 -3.51400 -0.567
C -1.71429 -1.74606 -2.71179 0.561
H 0.66161 1.24539 -5.38103 0.085
H -0.21203 2.60519 -6.07037 0.518
H -0.69304 0.91629 -6.51115 0.284
H -2.28773 1.87989 -4.69898 0.413
H -0.90589 2.65728 -4.00509 0.374
H -1.49601 0.93054 -2.49843 -0.388
H -0.08781 0.26611 -3.33414 0.461
H -3.85724 -0.08506 -3.35948 0.230
H -3.83852 -1.47145 -4.55410 0.346
H -3.31680 -0.06103 -5.17029 0.455
H -1.63991 -0.92152 -6.04648 0.289
H -0.22425 -1.13731 -5.03524 0.462
H -2.66977 -3.08366 -4.99588 0.241
H -1.07053 -3.54650 -5.62558 0.496
H -1.95042 -3.95115 -3.21607 0.454
H -0.27831 -3.24334 -3.45443 0.224
H -2.57012 -1.78925 -2.03815 -0.021
H -0.76798 -1.43400 -2.26995 -0.476
C -2.26990 0.60299 4.33605 -1.247
C -1.07248 -0.10241 5.01149 -0.413
C 0.25130 0.65429 4.85868 -0.676
N 1.44065 0.28609 5.78851 0.474
C 1.02892 0.76477 7.21243 -0.957
C 2.75825 0.86265 5.25048 -0.699
C 3.30828 -0.01339 4.14406 0.053
C 2.65432 -1.41774 4.44087 -0.074
C 1.79801 -1.27793 5.73763 -0.851
H -2.02930 0.79676 3.29074 -0.017
H -2.56035 1.53016 4.83009 0.498
H -3.14308 -0.04628 4.27204 0.502
H -0.96901 -1.09421 4.57134 0.222
H -1.33516 -0.46600 6.00492 0.486
H -0.01149 1.67172 5.14830 0.250
H 0.63575 0.62039 3.83929 0.357
H 1.91856 0.60577 7.82182 0.426
H 0.17943 0.19864 7.59449 0.347
H 0.88119 1.84463 7.22580 0.381
H 3.58744 0.85522 5.95795 0.350
H 2.73324 1.85724 4.80522 0.331
H 4.38565 -0.14280 4.24717 0.507
H 3.22716 0.34612 3.11825 -0.420
H 3.29775 -2.29429 4.51677 0.607
H 2.02378 -1.70549 3.59961 -0.086
H 2.50717 -1.53517 6.52441 0.391
H 1.00259 -2.01999 5.66874 0.455
C 3.60967 2.88389 -4.26071 -1.790
C 2.89512 3.41099 -3.01333 0.712
C 3.50117 2.81335 -1.70112 -0.623
N 2.98436 3.39107 -0.38623 0.631
C 3.77014 2.65837 0.70679 -0.983
C 1.44216 3.28297 -0.15112 -0.231
C 0.78504 4.58389 -0.62646 0.472
C 1.87407 5.62292 -0.35170 -0.993
C 3.18883 4.93935 -0.26752 -0.571
H 4.55095 3.36320 -4.52970 0.520
H 3.11018 3.06718 -5.21203 0.422
H 3.95797 1.85442 -4.17709 0.214
H 1.84492 3.12472 -3.07017 -0.237
H 2.82271 4.49595 -2.93763 0.368
H 4.56481 3.04051 -1.77308 0.467
H 3.37653 1.73460 -1.60709 -0.126
H 4.81922 2.80760 0.45132 0.418
H 3.42135 1.62570 0.71134 0.228
H 3.45205 3.15410 1.62395 0.495
H 1.35213 3.31975 0.93453 0.374
H 1.00708 2.49549 -0.76649 -0.050
H -0.11018 4.85950 -0.06902 -0.451
H 0.56375 4.58937 -1.69375 0.192
H 1.60143 6.17582 0.54722 0.378
H 1.91281 6.38361 -1.13142 0.395
H 3.59552 5.16316 0.71869 0.362
H 3.96064 5.09534 -1.02123 0.355
C -2.67936 1.89071 0.42179 -1.059
C -2.33176 3.31394 0.90541 0.819
C -3.47785 3.83193 1.68621 -1.483
N -3.47888 5.33416 2.01862 0.397
C -3.79208 6.13349 0.73543 -1.041
C -4.52302 5.70645 3.12411 -0.259
C -3.70947 6.27989 4.23820 -0.684
C -2.36223 6.70182 3.61752 -0.729
C -2.04959 5.73705 2.51729 -0.392
H -3.57282 1.89159 -0.20257 0.679
H -2.92479 1.30119 1.30516 -0.151
H -1.85998 1.38827 -0.09228 -0.088
H -2.05813 3.90732 0.03299 0.258
H -1.43531 3.13142 1.49800 0.185
H -3.55125 3.30076 2.63520 0.349
H -4.48866 3.68944 1.30403 0.547
H -3.95978 7.17241 1.01938 0.477
H -4.73842 5.71394 0.39409 0.407
H -2.93246 5.97940 0.08319 0.318
H -5.20219 6.37394 2.59375 0.393
H -4.91542 4.79048 3.56583 0.232
H -4.09659 7.17802 4.71945 0.381
H -3.29501 5.55046 4.93409 0.285
H -2.46929 7.70825 3.21289 0.387
H -1.58211 6.52699 4.35844 0.412
H -1.39551 6.13159 1.73972 0.136
H -1.58439 4.90454 3.04514 0.316
C -8.21623 -5.18404 4.34129 -1.469
C -6.85356 -5.10159 3.64443 0.101
C -6.97932 -3.90864 2.66654 -0.906
N -5.66564 -3.62441 1.87459 0.362
C -5.50284 -4.72436 0.85469 -0.901
C -4.40684 -3.51694 2.74840 -0.927
C -3.38483 -2.53847 1.94801 0.200
C -4.31854 -1.68300 1.09713 0.840
C -5.76201 -2.20580 1.22195 -0.955
H -9.03852 -5.57997 3.74531 0.371
H -8.51843 -4.19560 4.68735 0.377
H -8.21233 -5.89542 5.16714 0.395
H -6.66826 -6.10064 3.24987 0.269
H -6.06256 -4.85043 4.35107 0.209
H -7.14136 -3.01896 3.27507 0.438
H -7.84054 -4.08279 2.02150 0.411
H -6.32281 -4.65307 0.14009 0.314
H -5.46176 -5.65871 1.41451 0.305
H -4.59326 -4.48842 0.30233 0.420
H -4.10651 -4.47820 3.16539 0.542
H -4.82667 -2.93523 3.56904 0.498
H -2.57921 -3.05315 1.42437 0.389
H -2.92679 -1.87684 2.68323 -0.691
H -4.01452 -1.90272 0.07370 -0.596
H -4.22381 -0.62950 1.36029 0.139
H -6.35915 -2.31342 0.31644 0.478
H -6.27779 -1.59239 1.96073 0.292
C 5.27733 -4.61475 -6.04724 -1.451
C 5.03950 -3.92861 -4.70711 0.030
C 6.16806 -2.95432 -4.34550 -1.113
N 5.97863 -2.03520 -3.08891 0.499
C 4.96764 -0.87588 -3.53832 -1.251
C 5.35578 -2.92437 -1.88984 -0.322
C 6.19355 -2.63280 -0.69897 -0.292
C 7.61855 -2.27320 -1.14147 -0.723
C 7.36134 -1.55050 -2.50123 -0.561
H 4.40013 -5.24449 -6.19573 0.379
H 6.17474 -5.22011 -5.91961 0.414
H 5.37194 -3.94963 -6.90559 0.305
H 4.81623 -4.61385 -3.88937 0.493
H 4.15187 -3.29658 -4.73447 -0.020
H 6.35011 -2.25217 -5.15909 0.471
H 7.06955 -3.51789 -4.10508 0.697
H 4.04022 -1.38556 -3.79952 0.108
H 5.40098 -0.24867 -4.31737 0.477
H 4.85630 -0.28224 -2.63096 0.597
H 4.28135 -2.77853 -1.77832 -0.162
H 5.65507 -3.94406 -2.13220 0.469
H 5.83071 -1.82354 -0.06530 -0.065
H 6.34987 -3.47542 -0.02543 0.539
H 8.09049 -1.56151 -0.46406 0.363
H 8.24068 -3.14508 -1.34365 0.335
H 7.23500 -0.47518 -2.37545 0.294
H 8.08872 -1.74699 -3.28890 0.421
P 2.82748 -0.76421 -7.05913 1.195
F 4.32953 -1.10834 -6.41586 -0.259
F 3.45141 -0.00506 -8.31905 -0.393
F 3.03591 -2.13897 -7.83860 -0.413
F 1.30672 -0.56232 -7.73204 -0.376
F 2.18958 -1.63994 -5.91983 -0.427
F 2.75885 0.54134 -6.19053 -0.272
B -2.55656 -4.48477 5.67563 0.342
F -2.10263 -4.53057 6.98688 -0.395
F -1.63614 -3.81701 4.99263 -0.157
F -2.67539 -5.72648 5.17760 -0.368
F -3.84972 -3.98297 5.70386 -0.390
C 1.56546 -2.70212 0.38326 0.292
F 2.41304 -3.72406 0.00854 -0.201
F 0.30877 -3.04837 0.14712 -0.172
F 1.66026 -2.48752 1.68382 -0.269
S 2.02424 -1.15881 -0.65891 0.364
O 3.36204 -0.65950 -0.24813 -0.505
O 2.00996 -1.48460 -2.05239 -0.428
O 0.91035 -0.22624 -0.42605 -0.219
```



Q: Which formula does entry 2 have?
A: C49H108BF13N6O3PS